Record 1
ORCA calculation (ωB97M-V with the def2-TZVPD basis set) on one molecule with the formula C2H6N4OS in a non-equilibrium geometry.

Results
energy = -21010.3238 eV
energy relative to the best compared isomer or geometry (same formula, charge and spin) = 114.89 kcal/mol
structure (SMILES) = [H]/N=C\N(O)/C(=N/[H])NS
M = 134.16 g/mol
LUMO energy = 0.0220 Eh

```
14
Properties=species:S:1:pos:R:3:forces:R:3:lowdin_charge:R:1
S 1.8210 1.9652 0.8645 1.1 0.0 0.7 0.745
O -2.1695 -1.0413 0.6074 -1.2 0.2 -0.9 -0.008
N 0.5986 1.1777 0.0309 -0.7 2.9 -2.6 -0.444
N 0.3630 -0.4876 1.6357 0.2 0.6 0.9 0.119
N 0.2214 -0.8639 -2.0605 -3.4 0.1 2.1 0.076
N -1.1847 -0.3608 -0.1195 -1.4 -1.3 -2.1 -0.126
C -0.1384 0.0703 0.6059 4.0 1.5 1.3 -0.575
C -0.9717 -0.9413 -1.4948 1.5 1.3 0.1 -0.141
H -1.8441 -1.3833 1.4384 1.1 -0.1 0.3 0.083
H 0.2895 1.9976 -0.6677 -0.3 -3.4 1.8 0.142
H 2.9934 1.4420 0.3568 -0.8 0.0 0.0 -0.114
H -2.0358 -1.2412 -1.9457 2.9 0.3 0.9 0.160
H 0.8633 -0.3966 -1.3481 -0.8 -0.9 -1.3 0.041
H 1.1939 0.0633 2.0966 -2.2 -1.1 -1.4 0.041
```
Forces are in eV/Å.

Record 2
ORCA calculation (ωB97M-V with the def2-TZVPD basis set) on a 8-piece molecular cluster, C25H68N2O15 overall in a non-equilibrium geometry.

Results
energy = -60711.9174 eV
structure (SMILES) = COCCNCCOC.COCCNCCOC.CC(C)O.OCCO.OCCO.OCCO.OCCO.OCCO
M = 636.82 g/mol
LUMO energy = 0.0146 Eh

```
110
Properties=species:S:1:pos:R:3:forces:R:3:lowdin_charge:R:1
O -1.9593 -3.2579 5.5179 -0.9 -0.9 -1.7 -0.202
O 1.7906 -3.4575 0.5571 -0.5 0.1 0.7 -0.072
O -4.6979 -2.6014 2.0170 -0.3 0.0 0.2 -0.044
O -0.7223 3.3857 -3.6147 -0.8 0.3 0.4 -0.067
O -4.7412 -0.2661 3.3895 1.3 0.8 0.4 -0.073
O 0.2896 -2.7827 3.2232 0.4 0.1 0.3 -0.091
O 1.9238 -3.3262 -2.2740 1.0 1.2 0.6 -0.075
O 0.6406 1.7857 -1.5672 -0.1 0.9 -1.1 -0.033
O 0.6109 -5.5702 -1.6116 -0.1 -0.7 0.4 -0.060
O 1.3482 0.6520 5.2124 -0.9 0.7 0.3 -0.220
O -6.0406 5.6096 -0.8865 -0.3 -1.1 1.0 -0.113
O -5.4677 2.3897 -0.9557 -2.4 -1.5 -0.2 -0.062
O 0.6899 0.7665 -4.9762 1.3 -0.6 -0.7 -0.093
O 3.3701 0.7156 -1.8156 0.7 0.3 -0.5 -0.268
O 4.6107 3.5855 -5.8116 0.5 -1.2 -0.6 -0.181
N -1.7717 -0.2733 4.7001 1.1 -0.7 0.1 -0.063
N 3.5189 3.3722 -2.1372 0.6 0.8 -0.2 -0.058
C -3.1435 -3.9701 5.1032 0.7 0.7 0.9 -0.057
C 4.4500 3.4826 -3.2827 -0.3 -0.9 -0.8 -0.150
C -1.1926 -1.0516 5.7805 -1.1 -0.4 0.2 -0.192
C 3.6582 -0.5643 -2.3661 -1.0 -0.4 1.4 -0.064
C -1.0501 0.9340 4.4677 0.9 -0.5 -2.2 -0.199
C -2.2037 -2.0909 6.2567 1.0 0.4 0.6 -0.213
C -1.3896 0.6345 -1.2683 -1.2 0.7 -0.9 -0.028
C 0.4742 0.7657 4.0476 -0.5 0.6 2.4 -0.142
C 4.1097 2.8341 -0.9225 -0.5 -1.1 0.3 -0.190
C -0.0732 3.1389 -4.8165 -0.7 -1.5 -1.0 -0.230
C 1.1412 -5.4778 -2.9049 0.4 1.3 -1.4 -0.253
C 1.6347 -4.1539 1.7858 -1.1 -1.0 0.6 -0.193
C -5.3754 4.6838 0.0883 -0.4 1.8 -1.8 -0.157
C 3.7434 3.5223 -4.7066 -0.6 1.3 1.1 -0.220
C 1.1937 -3.9694 -3.2420 -0.5 -1.4 0.2 -0.256
C -4.3723 -0.2153 2.0018 -1.7 -0.3 -0.6 -0.223
C 0.7234 -0.0684 -0.1534 -0.2 -1.4 1.3 -0.035
C 4.4090 1.2895 -1.0532 -0.3 1.5 0.3 -0.202
C -3.8606 -1.5579 1.6187 0.8 0.1 -1.0 -0.284
C 4.5822 2.3957 -6.6115 0.4 -0.3 0.9 -0.091
C -0.1249 1.0480 -0.6699 1.1 -0.6 2.5 -0.530
C 0.2220 -3.9963 2.5023 1.1 0.2 -0.9 -0.204
C -4.7394 3.5158 -0.6821 1.4 0.1 1.0 -0.285
C 2.2410 -0.4237 5.3269 0.0 0.0 -1.3 -0.119
C -0.3214 1.6749 -5.3602 0.6 0.4 0.9 -0.213
H 0.5972 -0.9637 -0.7622 0.8 0.1 -0.5 0.091
H 0.0110 -4.8997 3.0744 0.4 0.1 0.7 0.109
H 1.8448 -5.2146 1.6488 -0.3 -0.1 -0.6 0.111
H -1.2050 1.7140 5.2131 0.4 0.1 0.3 0.120
H 0.8480 -6.4813 -1.4239 -0.4 -0.1 0.9 0.090
H 5.5398 2.2585 -7.1137 0.0 0.3 0.0 0.083
H -3.6662 -4.2461 6.0190 -0.2 -0.6 -0.1 0.089
H 1.7341 0.2417 0.1118 0.3 -0.1 -0.8 0.091
H -0.6645 -3.9171 1.8730 0.4 -0.2 -1.0 0.116
H 2.1411 -5.9117 -2.9139 0.2 0.0 -0.2 0.120
H -2.0228 -0.0422 -0.6945 0.4 -0.2 0.1 0.082
H -6.1342 4.4807 0.8440 -0.2 -0.7 -0.4 0.116
H -3.9695 3.0313 -0.0815 0.7 0.8 0.3 0.107
H -3.6262 0.4788 1.6151 0.3 0.6 1.3 0.114
H -2.8289 -4.8186 4.4957 -0.1 0.0 0.2 0.094
H -4.6658 -2.3854 2.9518 -0.7 -0.8 0.6 0.040
H 2.8042 2.6742 -2.2861 -0.2 0.4 -1.0 0.064
H -0.2520 2.8859 -2.9434 0.2 -0.1 0.5 0.036
H -6.1521 2.5970 -1.5963 -0.2 0.0 -0.1 0.093
H -4.6738 5.3072 0.6425 0.6 -0.4 -0.2 0.107
H -5.2620 0.0830 1.4471 -0.2 -0.3 -0.2 0.123
H 1.7029 -1.3613 5.1879 0.3 -0.3 0.1 0.065
H -4.3125 3.7873 -1.6476 0.4 1.1 0.3 0.125
H -1.9055 1.5944 -1.2901 -0.7 -0.2 -0.8 0.084
H -0.5600 -2.6147 3.6375 -0.3 0.1 0.2 0.045
H 1.5437 1.4647 -1.5123 0.4 -0.2 -0.1 0.044
H 5.0919 2.6017 -3.2971 0.2 -0.4 -0.3 0.097
H 4.4387 1.5598 -5.9268 0.1 -0.3 -0.1 0.079
H 2.9932 -0.3074 4.5466 0.2 -0.4 -0.3 0.081
H -5.4177 6.1940 -1.3247 0.4 -0.2 0.2 0.068
H -3.2053 -1.6727 6.1566 -0.3 -0.3 -0.1 0.121
H 5.3910 1.2602 -1.5252 0.0 -0.8 -0.2 0.111
H -0.8022 -0.4240 6.5816 -0.2 0.2 0.3 0.124
H 1.5280 -3.4783 -1.4127 0.1 -0.3 0.5 0.039
H 4.6517 -0.6844 -2.7982 -0.3 0.6 -0.8 0.097
H 2.7414 -0.7880 -2.9116 0.7 -0.3 -0.8 0.086
H 5.1730 4.2865 -3.1443 -0.5 0.5 0.0 0.115
H -5.6449 -0.5690 3.5044 -0.1 0.2 -0.5 0.096
H -2.7733 -0.1641 4.6288 0.0 -0.1 0.5 0.085
H -1.2725 1.2223 -5.0796 -0.4 0.7 0.3 0.113
H 0.6902 1.7576 3.6506 0.4 -0.2 -0.5 0.110
H -3.8333 -3.3368 4.5453 0.2 0.2 -0.2 0.063
H 0.4918 -5.9872 -3.6168 0.0 -0.2 -0.2 0.113
H 3.1318 4.4048 -4.8948 -0.1 0.4 1.0 0.117
H -0.3868 1.6530 0.1982 0.2 0.5 0.2 0.138
H 3.3367 2.9519 -0.1631 0.0 0.1 0.2 0.106
H -1.4618 1.2548 3.5108 -0.2 0.8 0.0 0.102
H -2.9119 -1.6816 2.1408 0.5 0.0 -0.2 0.112
H -0.3433 -1.6337 5.4229 0.2 0.1 0.0 0.087
H -1.1831 0.2837 -2.2795 -0.4 -0.2 -0.1 0.092
H -0.3281 1.6658 -6.4502 0.3 0.1 -0.1 0.108
H 2.4393 -3.8621 2.4607 -0.3 0.4 0.4 0.116
H 1.4706 -2.5921 0.8222 0.1 0.6 -0.5 0.062
H 0.9834 3.3570 -4.6610 0.2 -0.3 -0.6 0.093
H 0.7320 0.4518 -4.0702 -0.7 0.6 0.2 0.060
H 2.8163 -0.4008 6.2524 -0.6 0.2 0.3 0.088
H -0.4932 3.7612 -5.6067 0.0 0.5 0.3 0.112
H 0.4140 -0.4423 0.8226 -0.7 0.2 0.3 0.069
H -3.7199 -1.5608 0.5378 0.1 -0.3 0.0 0.123
H 3.6548 -1.3132 -1.5742 0.0 -0.1 0.4 0.079
H 5.0100 3.3231 -0.5504 0.0 0.2 -0.3 0.117
H 0.6470 -0.0512 3.3469 -0.2 0.0 -0.1 0.103
H 4.3828 0.8184 -0.0706 0.6 0.0 0.2 0.120
H 3.7856 2.3135 -7.3510 -0.2 0.6 0.0 0.084
H 1.6677 -3.7092 -4.1884 -0.4 -0.4 -0.2 0.126
H -2.0247 -2.3648 7.2964 -0.2 0.3 0.3 0.123
H 2.9989 2.7269 -4.7410 0.4 -0.6 -0.2 0.091
H 0.1457 -3.6744 -3.1899 -0.3 0.4 -0.5 0.116
```
Forces are in eV/Å.

Record 3
ORCA calculation (ωB97M-V with the def2-TZVPD basis set) on one molecule with the formula C4H10N2O in a non-equilibrium geometry.

Results
energy = -9336.6908 eV
energy relative to the best compared isomer or geometry (same formula, charge and spin) = 52.96 kcal/mol
structure (SMILES) = NCNCCC=O
M = 102.14 g/mol
LUMO energy = 0.0344 Eh

```
17
Properties=species:S:1:pos:R:3:forces:R:3:lowdin_charge:R:1
O -0.2111 0.4383 -3.3524 0.1 0.3 -0.1 0.056
N 0.6880 0.3818 1.0197 0.6 0.8 0.7 -0.084
N 0.3210 -1.9347 1.6622 0.1 1.1 1.3 0.015
C -0.5292 1.1537 -1.0772 -0.7 0.8 0.7 -0.145
C -0.1429 -0.5421 1.7496 1.2 -0.5 -0.6 -0.288
C -0.8554 0.4123 -2.3382 0.2 -0.5 0.1 -0.291
C 0.7295 0.5471 -0.3836 -1.3 -1.5 -1.2 -0.227
H 1.5863 1.0525 -0.7508 0.9 0.9 0.2 0.111
H -1.1649 -0.4999 1.3683 -0.2 -0.1 0.4 0.107
H 1.3171 -1.9950 1.5304 0.1 0.0 -0.1 0.066
H -0.4494 2.2330 -1.2255 0.5 0.0 -0.4 0.114
H -1.4019 1.1141 -0.4164 0.1 -0.5 0.1 0.099
H -0.1708 -2.4211 0.9825 -0.7 -1.2 -1.5 0.022
H -1.6806 -0.3228 -2.2413 -0.2 0.1 -0.1 0.121
H 0.8669 -0.4194 -0.8906 -0.1 -0.3 0.4 0.111
H -0.0539 -0.2820 2.8015 -0.5 0.4 0.0 0.107
H 1.1512 1.0841 1.5617 -0.1 0.1 0.1 0.106
```
Forces are in eV/Å.

Record 4
ORCA calculation (ωB97M-V with the def2-TZVPD basis set) on one molecule with the formula CH6SSi in a non-equilibrium geometry.

Results
energy = -19846.0043 eV
energy relative to the best compared isomer or geometry (same formula, charge and spin) = 31.04 kcal/mol
structure (SMILES) = [SiH3]CS
M = 78.21 g/mol
LUMO energy = 0.0331 Eh

```
9
Properties=species:S:1:pos:R:3:forces:R:3:lowdin_charge:R:1
S -2.0466 -0.1990 -0.0277 -0.1 -0.1 0.1 0.582
Si 1.0570 -0.4538 0.1002 -0.8 0.7 0.2 0.563
C -0.4789 0.6527 0.2689 0.1 2.9 -2.7 -0.840
H -0.4548 1.6828 -0.5349 0.2 -3.0 2.4 0.114
H 0.9340 -1.5202 1.0936 0.1 -0.2 0.2 -0.077
H 1.0979 -1.0230 -1.2454 0.0 -0.1 -0.3 -0.082
H 2.2272 0.3892 0.3511 0.3 0.0 0.0 -0.088
H -0.5683 1.0948 1.2564 0.1 0.0 0.1 -0.007
H -1.7674 -0.6236 -1.2624 0.0 -0.1 -0.1 -0.163
```
Forces are in eV/Å.